[1]
Entry from OMol25: a 8-piece molecular cluster, C21H42NO24 overall (wB97M-V/def2-TZVPD).

2S+1 ... 1
Net charge ... -1
Energy relative to the best compared isomer or geometry (same formula, charge and spin) ... 64.71 kcal per mole
Largest force on an atom ... 0.0998 hartree/bohr

Geometry (Å):
N1 8.301 19.935 8.532
O1 9.068 19.990 7.600
O2 7.111 19.902 8.345
O3 8.564 20.087 9.720
C1 1.321 19.345 9.483
O4 2.024 18.380 8.741
C2 3.352 18.514 8.436
O5 4.109 19.313 8.926
O6 3.694 17.548 7.577
C3 5.050 17.374 7.193
H1 0.743 18.631 10.069
H2 0.649 19.839 8.781
H3 1.958 20.028 10.045
H4 5.292 17.939 6.293
H5 5.129 16.307 6.980
H6 5.748 17.723 7.954
C4 14.260 16.037 11.524
O7 13.879 17.376 11.673
C5 13.632 18.143 10.624
O8 13.850 17.809 9.509
O9 13.064 19.229 11.124
C6 12.566 20.254 10.253
H7 15.055 15.715 12.197
H8 14.503 15.722 10.509
H9 13.499 15.342 11.880
H10 12.979 20.441 9.262
H11 12.518 21.241 10.714
H12 11.516 19.981 10.152
C7 10.016 22.332 5.513
O10 11.130 23.205 5.628
C8 11.729 23.725 4.550
O11 11.285 23.689 3.403
O12 12.956 24.100 4.976
C9 13.774 24.830 4.087
H13 9.846 22.091 6.563
H14 10.440 21.481 4.980
H15 9.250 22.884 4.968
H16 14.524 25.355 4.679
H17 13.219 25.672 3.674
H18 14.181 24.050 3.444
C10 9.929 19.447 12.787
O13 8.852 19.147 13.726
C11 7.768 19.867 13.709
O14 7.327 20.473 12.729
O15 7.392 19.924 14.932
C12 6.392 20.881 15.345
H19 10.428 18.510 12.538
H20 10.710 20.124 13.133
H21 9.458 19.900 11.915
H22 6.316 20.966 16.429
H23 5.356 20.646 15.098
H24 6.649 21.909 15.091
C13 5.270 16.763 2.595
O16 6.198 17.443 3.377
C14 6.502 18.725 3.220
O17 6.146 19.373 2.231
O18 7.219 19.203 4.299
C15 7.408 20.550 4.504
H25 4.302 17.252 2.480
H26 5.131 15.707 2.826
H27 5.679 16.743 1.585
H28 7.532 20.743 5.569
H29 6.495 21.045 4.172
H30 8.159 20.985 3.845
C16 10.868 13.195 10.245
O19 10.883 14.569 9.815
C17 10.904 15.595 10.800
O20 11.105 15.452 12.024
O21 10.433 16.725 10.347
C18 9.926 16.956 9.040
H31 10.161 12.684 9.591
H32 10.789 12.924 11.298
H33 11.852 12.895 9.885
H34 8.872 16.691 8.957
H35 10.400 16.332 8.283
H36 10.217 17.964 8.745
C19 7.993 12.365 7.166
O22 8.605 13.551 7.072
C20 8.018 14.611 6.530
O23 6.795 14.650 6.247
O24 8.939 15.619 6.710
C21 8.653 16.938 6.358
H37 8.482 11.809 7.965
H38 8.030 11.873 6.194
H39 6.967 12.591 7.457
H40 7.816 17.145 7.025
H41 8.142 17.142 5.417
H42 9.558 17.540 6.438

[2]
Entry from OMol25: one molecule with the formula C3H10BNO (wB97M-V/def2-TZVPD).

2S+1 ... 1
Net charge ... 0
SMILES string ... CB(O)N(C)C
Energy relative to the best compared isomer or geometry (same formula, charge and spin) ... 32.52 kcal per mole
Largest force on an atom ... 0.1229 hartree/bohr

Geometry (Å):
B1 0.683 0.001 -0.848
C1 1.307 -1.467 -0.967
C2 -0.772 -0.611 1.537
C3 -1.138 1.622 0.386
N1 -0.320 0.348 0.522
O1 0.728 1.090 -1.636
H1 2.355 -1.380 -1.466
H2 0.661 -1.965 -1.822
H3 1.467 -2.201 -0.113
H4 -0.905 -0.078 2.518
H5 -1.714 -1.013 1.312
H6 0.094 -1.231 1.773
H7 -1.548 1.954 1.387
H8 -0.492 2.370 0.031
H9 -1.924 1.432 -0.329
H10 1.518 1.127 -2.287

[3]
Entry from OMol25: one molecule with the formula C5H7N (wB97M-V/def2-TZVPD).

2S+1 ... 1
Net charge ... 0
SMILES string ... Cc1cc[nH]c1
Energy relative to the best compared isomer or geometry (same formula, charge and spin) ... 4.70 kcal per mole
Largest force on an atom ... 0.0050 hartree/bohr

Geometry (Å):
C1 1.931 0.023 0.123
C2 0.461 0.046 -0.174
C3 -0.333 -1.035 -0.469
N1 -1.641 -0.672 -0.266
C4 -1.696 0.632 0.143
C5 -0.415 1.117 0.170
H1 2.031 0.043 1.214
H2 2.416 -0.894 -0.226
H3 2.479 0.885 -0.273
H4 -0.077 -2.035 -0.796
H5 -2.420 -1.307 -0.279
H6 -2.626 1.083 0.456
H7 -0.120 2.131 0.410

[4]
Entry from OMol25: C26H18Cl2N4O7Ti as an isolated structure (wB97M-V/def2-TZVPD).

2S+1 ... 3
Net charge ... -2
Energy relative to the best compared isomer or geometry (same formula, charge and spin) ... 11.94 kcal per mole
⟨S²⟩ ... 2.0403
Largest force on an atom ... 0.0265 hartree/bohr

Geometry (Å):
Ti1 -0.668 0.235 -0.559
Cl1 0.120 -0.255 6.153
C1 -0.377 0.305 4.578
C2 -0.166 -0.528 3.488
C3 -0.513 -0.097 2.209
N1 -0.304 -0.798 1.054
C4 -0.449 -2.215 1.027
O1 -1.493 -2.756 1.461
C5 0.646 -3.019 0.529
C6 0.463 -4.428 0.452
C7 1.498 -5.239 0.077
C8 2.746 -4.658 -0.235
C9 2.848 -3.279 -0.124
N2 1.868 -2.472 0.248
C10 -1.148 1.176 2.056
C11 -1.374 1.981 3.158
C12 -0.962 1.552 4.419
Cl2 -1.201 2.611 5.784
N3 -1.573 1.367 0.747
C13 -2.837 1.784 0.425
O2 -3.532 2.586 1.051
C14 -3.309 1.012 -0.740
C15 -4.523 1.232 -1.375
C16 -4.945 0.393 -2.384
C17 -4.111 -0.697 -2.743
C18 -2.927 -0.876 -2.087
N4 -2.501 -0.066 -1.088
H1 0.253 -1.516 3.628
H2 -0.516 -4.815 0.704
H3 1.370 -6.315 0.022
H4 3.590 -5.258 -0.551
H5 3.797 -2.788 -0.346
H6 -1.891 2.922 3.043
H7 -5.111 2.080 -1.051
H8 -5.886 0.559 -2.893
H9 -4.397 -1.379 -3.531
H10 -2.264 -1.696 -2.335
O3 0.062 2.806 -3.748
C19 0.190 2.220 -2.680
O4 -0.744 1.667 -1.994
C20 1.582 2.185 -2.015
C21 1.400 2.619 -0.550
C22 2.764 2.980 0.055
C23 3.387 1.575 0.250
C24 2.286 0.659 -0.298
O5 1.090 1.373 0.101
C25 2.216 0.760 -1.832
C26 1.364 -0.372 -2.470
O6 1.706 -0.807 -3.555
O7 0.334 -0.760 -1.787
H11 2.231 2.850 -2.579
H12 0.598 3.332 -0.379
H13 3.340 3.611 -0.622
H14 2.645 3.507 1.002
H15 4.331 1.442 -0.278
H16 3.545 1.362 1.307
H17 2.255 -0.357 0.095
H18 3.197 0.703 -2.297

[5]
Entry from OMol25: one molecule with the formula C2H3F2NS (wB97M-V/def2-TZVPD).

2S+1 ... 1
Net charge ... 0
SMILES string ... FC(F)/C=N\S
Energy relative to the best compared isomer or geometry (same formula, charge and spin) ... 52.77 kcal per mole
Largest force on an atom ... 0.1420 hartree/bohr

Geometry (Å):
C1 -0.489 -0.877 -0.923
C2 -1.348 -0.268 0.154
H1 0.681 0.888 0.808
H2 -0.841 -1.621 -1.479
H3 -2.404 -0.527 0.285
N1 0.845 -0.733 -0.815
F1 -0.617 -0.493 1.423
F2 -1.477 1.168 -0.139
S1 1.657 0.449 -0.053

[6]
Entry from OMol25: a 3-piece molecular cluster, C27H42F3IO10S overall (wB97M-V/def2-TZVPD).

2S+1 ... 1
Net charge ... 0
E_tot ... -2801.612063 Ha
SMILES string ... CC[C@@H](C)[C@H]1[C@@H](Cc2cccc(C)c2)C[C@@](COC(F)(F)F)([C@@H](I)CC)OS1(=O)=O.COC(=O)OC.COC(=O)OC
Largest force on an atom ... 0.1307 hartree/bohr

Geometry (Å):
C1 5.628 -0.061 -0.276
C2 4.678 -1.251 -0.822
C3 3.663 -1.706 0.339
C4 2.984 -0.431 1.104
C5 2.600 -2.836 -0.077
C6 1.132 -2.317 -0.463
C7 1.087 -1.111 -1.527
C8 0.148 0.080 -0.943
C9 -1.240 -0.143 -0.299
C10 -2.084 1.048 0.291
C11 -1.445 2.474 0.194
C12 -0.080 2.763 -0.475
C13 0.606 4.212 -0.596
C14 0.709 1.551 -1.041
C15 0.177 -3.486 -1.022
C16 0.767 -4.971 -0.971
C17 0.794 -5.621 0.527
O1 0.188 -4.755 1.529
C18 0.576 -5.090 2.844
F1 1.495 -4.085 3.272
F2 -0.579 -4.996 3.687
F3 1.063 -6.400 3.009
C19 -0.326 -5.893 -1.770
I1 0.473 -7.873 -2.270
C20 -1.753 -5.953 -1.032
C21 -2.929 -5.432 -2.036
O2 2.015 -5.186 -1.669
S1 3.141 -3.969 -1.433
O3 3.293 -3.274 -2.780
O4 4.441 -4.635 -1.053
H1 5.332 0.957 -0.717
H2 6.720 -0.239 -0.617
H3 5.686 -0.035 0.878
H4 5.386 -2.150 -0.996
H5 4.195 -1.037 -1.831
H6 4.328 -2.191 1.154
H7 3.714 -0.014 1.877
H8 2.009 -0.696 1.631
H9 2.857 0.405 0.315
H10 2.470 -3.498 0.865
H11 0.650 -1.910 0.505
H12 0.641 -1.378 -2.541
H13 2.099 -0.618 -1.726
H14 -1.626 -1.227 -0.244
H15 -3.090 0.852 0.788
H16 -2.045 3.330 0.654
H17 -0.050 4.944 -1.180
H18 1.641 4.064 -1.090
H19 0.830 4.550 0.478
H20 1.738 1.657 -1.551
H21 -0.177 -3.315 -2.111
H22 -0.795 -3.436 -0.397
H23 1.922 -5.684 0.790
H24 0.384 -6.700 0.526
H25 -0.509 -5.369 -2.783
H26 -1.838 -5.297 -0.101
H27 -2.000 -7.042 -0.745
H28 -2.562 -4.469 -2.530
H29 -3.084 -6.226 -2.840
H30 -3.886 -5.161 -1.463
C22 -1.060 7.056 4.516
O5 -0.839 5.779 3.920
C23 -1.395 4.754 4.589
O6 -2.035 4.838 5.609
O7 -1.112 3.622 3.925
C24 -1.644 2.442 4.525
H31 -0.569 7.804 3.894
H32 -2.128 7.284 4.554
H33 -0.621 7.096 5.516
H34 -2.734 2.486 4.563
H35 -1.228 2.297 5.525
H36 -1.355 1.591 3.906
C25 -3.768 3.507 -2.318
O8 -4.475 4.617 -2.870
C26 -3.786 5.769 -2.856
O9 -2.666 5.921 -2.430
O10 -4.559 6.724 -3.399
C27 -3.950 8.012 -3.450
H37 -4.416 2.632 -2.380
H38 -2.860 3.304 -2.891
H39 -3.530 3.685 -1.268
H40 -3.049 7.988 -4.068
H41 -3.719 8.369 -2.444
H42 -4.663 8.701 -3.905

[7]
Entry from OMol25: one molecule with the formula C2H4N4O (wB97M-V/def2-TZVPD).

2S+1 ... 1
Net charge ... 0
SMILES string ... Nn1[nH]ncc1=O
Energy relative to the best compared isomer or geometry (same formula, charge and spin) ... 96.68 kcal per mole
Largest force on an atom ... 0.1347 hartree/bohr

Geometry (Å):
C1 -0.860 -0.214 -1.273
C2 -0.948 0.076 0.168
H1 1.088 0.814 2.167
H2 0.295 -0.783 1.853
H3 2.249 0.442 -0.574
H4 -1.553 -0.544 -2.021
N1 1.071 -0.039 1.589
N2 0.440 0.476 0.374
N3 1.274 -0.043 -0.632
N4 0.488 -0.139 -1.688
O1 -1.767 -0.111 0.963

[8]
Entry from OMol25: C21H24BClN9Ni as an isolated structure (wB97M-V/def2-TZVPD).

2S+1 ... 4
Net charge ... +2
E_tot ... -3300.209604 Ha
⟨S²⟩ ... 3.7716
Largest force on an atom ... 0.0935 hartree/bohr

Geometry (Å):
Ni1 -15.234 -2.984 5.517
C1 -13.688 -3.745 8.556
C2 -14.800 -4.562 8.012
C3 -15.546 -5.687 8.635
C4 -16.609 -5.934 7.819
N1 -16.482 -5.256 6.689
N2 -15.380 -4.347 6.864
B1 -17.650 -4.837 5.568
N3 -18.128 -3.412 5.959
C5 -19.079 -3.064 6.871
C6 -18.555 -2.012 7.646
C7 -17.403 -1.576 6.943
C8 -16.499 -0.407 7.412
N4 -17.133 -2.405 5.975
N5 -16.756 -4.968 4.326
C9 -17.032 -5.452 3.091
C10 -16.047 -5.191 2.174
C11 -15.193 -4.338 2.892
C12 -13.900 -3.749 2.460
N6 -15.601 -4.284 4.180
N7 -18.833 -5.811 5.593
C13 -18.684 -7.266 5.488
C14 -19.875 -7.833 5.781
C15 -20.721 -6.660 6.140
C16 -22.045 -6.715 6.734
N8 -20.072 -5.538 6.066
H1 -13.943 -2.611 8.643
H2 -12.837 -3.759 7.979
H3 -13.422 -4.090 9.577
H4 -15.296 -6.391 9.366
H5 -17.463 -6.530 8.030
H6 -19.929 -3.591 7.001
H7 -18.978 -1.470 8.485
H8 -16.016 -0.577 8.384
H9 -16.946 0.575 7.369
H10 -15.658 -0.412 6.674
H11 -17.839 -6.168 2.900
H12 -16.068 -5.398 1.159
H13 -14.028 -2.760 1.896
H14 -13.388 -4.398 1.684
H15 -13.230 -3.633 3.272
H16 -17.699 -7.590 5.330
H17 -20.119 -8.856 5.869
H18 -22.859 -6.572 5.993
H19 -22.176 -5.753 7.251
H20 -22.180 -7.584 7.433
Cl1 -10.479 -0.907 4.035
C17 -12.225 -0.590 4.180
C18 -12.802 0.438 3.390
C19 -14.198 0.298 3.154
C20 -14.957 -0.513 4.022
N9 -14.338 -1.435 4.885
C21 -12.943 -1.448 4.946
H21 -12.230 1.221 2.834
H22 -14.662 0.751 2.301
H23 -15.982 -0.280 4.134
H24 -12.343 -2.220 5.440

[9]
Entry from OMol25: C63H76N11O6P2S4SiSr as an isolated structure (wB97M-V/def2-TZVPD).

2S+1 ... 1
Net charge ... -1
Energy relative to the best compared isomer or geometry (same formula, charge and spin) ... 4.65 kcal per mole
Largest force on an atom ... 0.0779 hartree/bohr

Geometry (Å):
Sr1 -0.537 -0.389 -1.398
C1 2.758 -0.437 0.944
Si1 1.280 0.787 0.806
C2 1.481 1.476 2.620
C3 2.317 2.586 2.825
C4 2.604 3.088 4.084
C5 2.056 2.482 5.208
C6 1.246 1.372 5.040
C7 0.958 0.854 3.770
P1 -0.014 -0.692 3.527
C8 0.600 -1.843 4.855
C9 0.105 -1.737 6.314
C10 1.075 -2.408 7.300
C11 1.730 -3.629 6.663
C12 2.628 -3.198 5.490
C13 2.131 -1.907 4.824
C14 -1.748 -0.242 4.000
C15 -2.100 0.620 5.212
C16 -3.530 1.161 5.041
C17 -4.470 0.123 4.396
C18 -3.976 -1.293 4.672
C19 -2.619 -1.520 3.990
C20 2.033 2.200 -0.333
C21 3.403 2.121 -0.638
C22 4.007 2.874 -1.633
C23 3.247 3.753 -2.387
C24 1.899 3.881 -2.103
C25 1.281 3.138 -1.091
P2 -0.490 3.467 -0.688
C26 -0.364 5.076 0.255
C27 0.598 4.968 1.433
C28 0.394 6.126 2.429
C29 -0.207 7.365 1.756
C30 0.369 7.522 0.354
C31 -0.035 6.338 -0.553
C32 -1.223 4.055 -2.286
C33 -1.125 2.952 -3.349
C34 -2.204 3.108 -4.415
C35 -3.592 2.868 -3.797
C36 -3.622 3.259 -2.312
C37 -2.702 4.442 -2.034
H1 3.588 -0.046 1.544
H2 3.155 -0.768 -0.017
H3 2.376 -1.334 1.447
H4 2.769 3.068 1.964
H5 3.258 3.947 4.188
H6 2.268 2.857 6.203
H7 0.842 0.888 5.918
H8 0.253 -2.812 4.472
H9 -0.876 -2.218 6.388
H10 -0.053 -0.702 6.615
H11 0.547 -2.673 8.220
H12 1.858 -1.700 7.592
H13 0.944 -4.305 6.307
H14 2.308 -4.196 7.396
H15 2.670 -3.997 4.744
H16 3.654 -3.053 5.840
H17 2.511 -1.848 3.802
H18 2.533 -1.025 5.333
H19 -2.058 0.335 3.127
H20 -1.408 1.454 5.319
H21 -2.026 0.030 6.132
H22 -3.496 2.057 4.415
H23 -3.923 1.474 6.013
H24 -4.506 0.275 3.310
H25 -5.493 0.263 4.753
H26 -4.696 -2.038 4.323
H27 -3.883 -1.442 5.753
H28 -2.783 -1.821 2.951
H29 -2.103 -2.359 4.472
H30 4.025 1.429 -0.080
H31 5.066 2.754 -1.835
H32 3.692 4.318 -3.196
H33 1.309 4.563 -2.704
H34 -1.372 5.196 0.679
H35 1.622 4.961 1.047
H36 0.486 4.012 1.943
H37 1.359 6.390 2.870
H38 -0.237 5.803 3.264
H39 -0.018 8.253 2.364
H40 -1.297 7.274 1.689
H41 1.459 7.579 0.427
H42 0.045 8.461 -0.099
H43 0.785 6.119 -1.241
H44 -0.893 6.619 -1.169
H45 -0.695 4.934 -2.660
H46 -1.281 1.975 -2.875
H47 -0.119 2.937 -3.769
H48 -2.032 2.423 -5.248
H49 -2.140 4.119 -4.832
H50 -3.860 1.814 -3.898
H51 -4.345 3.442 -4.344
H52 -3.298 2.416 -1.692
H53 -4.643 3.478 -1.994
H54 -2.843 4.798 -1.008
H55 -2.979 5.280 -2.683
N1 -1.937 2.726 2.268
C38 -2.975 2.198 1.579
N2 -2.936 1.020 1.016
C39 -4.175 0.713 0.503
C40 -5.145 1.648 0.638
S1 -4.504 3.007 1.487
C41 -4.366 -0.587 -0.147
C42 -5.536 -1.263 -0.105
S2 -5.410 -2.702 -1.047
C43 -3.765 -2.304 -1.391
N3 -3.326 -1.193 -0.851
N4 -2.994 -3.176 -2.097
H56 -1.044 2.283 2.078
H57 -1.891 3.725 2.374
H58 -6.147 1.635 0.240
H59 -6.433 -0.999 0.429
H60 -3.476 -3.903 -2.598
H61 -2.193 -2.812 -2.590
O1 5.405 -3.460 -8.588
S3 6.395 -3.299 -7.536
O2 6.474 -1.966 -6.973
O3 7.668 -3.939 -7.788
C44 5.670 -4.294 -6.187
N5 5.942 -5.602 -6.171
C45 5.372 -6.311 -5.208
C46 4.519 -5.760 -4.266
C47 4.293 -4.398 -4.381
N6 4.874 -3.665 -5.324
C48 3.375 -3.662 -3.468
C49 3.574 -2.312 -3.207
C50 2.666 -1.645 -2.407
N7 1.576 -2.220 -1.879
C51 1.400 -3.516 -2.133
C52 2.267 -4.275 -2.898
H62 5.608 -7.372 -5.184
H63 4.072 -6.362 -3.487
H64 4.409 -1.792 -3.659
H65 2.795 -0.585 -2.218
H66 0.495 -3.970 -1.746
H67 2.038 -5.314 -3.093
O4 2.092 1.358 -4.480
C53 1.116 0.668 -4.594
N8 0.511 -0.022 -3.520
S4 -0.750 -0.835 -4.036
O5 -0.630 -2.272 -3.841
O6 -1.955 -0.347 -3.347
C54 -0.722 -0.367 -5.719
C55 -1.571 -0.717 -6.753
C56 -1.263 -0.195 -8.001
C57 -0.149 0.626 -8.188
C58 0.687 0.956 -7.130
C59 0.375 0.446 -5.883
H68 -2.427 -1.363 -6.606
H69 -1.889 -0.436 -8.850
H70 0.070 1.001 -9.179
H71 1.563 1.579 -7.257
N9 -3.286 -4.880 1.613
C60 -1.980 -4.530 1.340
C61 -1.672 -3.210 0.961
N10 -0.443 -2.820 0.694
C62 0.514 -3.752 0.843
C63 0.210 -5.035 1.236
N11 -1.040 -5.446 1.471
H72 -4.007 -4.322 1.188
H73 -3.461 -5.871 1.645
H74 -2.456 -2.466 0.913
H75 1.536 -3.445 0.659
H76 1.000 -5.768 1.357